{
  "formula": "C4H8N2",
  "method": "ωB97M-V/def2-TZVPD",
  "species": ["C", "C", "C", "N", "C", "N", "H", "H", "H", "H", "H", "H", "H", "H"],
  "coordinates": [[0.397, -1.789, 0.112], [0.435, -0.441, -0.599], [0.041, 0.780, 0.255], [-0.107, 1.952, -0.578], [-1.183, 0.484, 1.043], [-2.148, 0.196, 1.614], [-0.561, -1.942, 0.620], [1.192, -1.886, 0.859], [0.526, -2.600, -0.611], [1.444, -0.226, -0.970], [-0.222, -0.442, -1.474], [0.847, 0.942, 0.978], [-1.029, 2.146, -0.931], [0.434, 2.769, -0.369]],
  "lowdin_charge": [-0.11, -0.23, -0.41, 0.04, -0.19, 0.15, 0.06, 0.08, 0.07, 0.11, 0.11, 0.15, 0.08, 0.07],
  "orbital_gap_ev": 10.64,
  "largest_force_ev_per_a": 1.16,
  "smiles": "CC[C@@H](N)C#N",
  "homo_energy_ev": -9.77,
  "lumo_energy_ev": 0.88,
  "de_lowest_kcal_mol": 8.8,
  "energy_ha": -266.70801
}

***

{
  "formula": "C15H17F3N4O2S",
  "method": "ωB97M-V/def2-TZVPD",
  "species": ["O", "C", "C", "C", "C", "C", "F", "F", "F", "N", "C", "C", "C", "C", "N", "C", "C", "N", "C", "C", "S", "N", "O", "C", "C", "H", "H", "H", "H", "H", "H", "H", "H", "H", "H", "H", "H", "H", "H", "H", "H", "H"],
  "coordinates": [[-0.451, 2.086, -3.187], [-0.573, 0.935, -2.852], [0.143, -0.125, -3.740], [1.366, 0.382, -4.509], [1.953, -0.725, -5.391], [2.774, -1.870, -4.727], [3.279, -2.718, -5.681], [3.766, -1.336, -3.995], [1.916, -2.584, -3.930], [-1.284, 0.655, -1.687], [-2.044, 1.703, -0.989], [-1.438, 1.959, 0.381], [-1.337, 0.638, 1.150], [-0.717, 0.867, 2.536], [-0.896, -0.036, 3.455], [-0.154, 0.403, 4.519], [-0.020, -0.343, 5.823], [0.823, 0.084, 6.754], [0.704, -0.724, 7.879], [-0.171, -1.775, 7.799], [-0.993, -1.723, 6.278], [0.366, 1.567, 4.290], [0.047, 1.910, 2.939], [-0.529, -0.379, 0.314], [-1.291, -0.643, -0.995], [0.477, -0.964, -3.123], [-0.600, -0.562, -4.428], [1.138, 1.274, -5.132], [2.100, 0.750, -3.798], [2.614, -0.261, -6.142], [1.136, -1.184, -5.952], [-3.112, 1.428, -0.918], [-2.043, 2.648, -1.507], [-2.042, 2.672, 0.958], [-0.450, 2.371, 0.260], [-2.331, 0.300, 1.277], [1.273, -0.497, 8.764], [-0.370, -2.446, 8.631], [-0.415, -1.279, 0.931], [0.486, -0.016, 0.069], [-0.777, -1.466, -1.565], [-2.325, -0.978, -0.758]],
  "lowdin_charge": [0.06, -0.41, -0.10, -0.18, -0.09, -0.56, 0.11, 0.14, 0.10, -0.05, -0.14, -0.13, -0.23, -0.28, 0.18, -0.34, -0.51, 0.05, -0.24, -0.40, 1.03, 0.16, 0.06, -0.12, -0.13, 0.09, 0.13, 0.13, 0.12, 0.13, 0.12, 0.13, 0.11, 0.13, 0.12, 0.13, 0.10, 0.07, 0.12, 0.14, 0.13, 0.13],
  "orbital_gap_ev": 9.51,
  "largest_force_ev_per_a": 2.95,
  "smiles": "O=C(CCCC(F)(F)F)N1CCC(c2nc(-c3nccs3)no2)CC1",
  "homo_energy_ev": -9.40,
  "lumo_energy_ev": 0.11,
  "energy_ha": -1649.07277
}

***

{
  "formula": "C2H4OS3",
  "method": "ωB97M-V/def2-TZVPD",
  "species": ["O", "C", "C", "S", "S", "S", "H", "H", "H", "H"],
  "coordinates": [[0.747, 0.721, 1.593], [0.605, 0.078, 0.425], [-0.832, 0.417, -0.421], [-2.096, -0.813, -0.380], [2.048, 0.145, -0.742], [1.319, -1.549, 0.089], [1.608, 0.775, 2.006], [-0.536, 0.858, -1.510], [-1.368, 1.213, -0.037], [-1.495, -1.845, -1.024]],
  "lowdin_charge": [-0.05, -1.11, -0.59, 0.70, 0.47, 0.50, 0.11, 0.12, 0.01, -0.14],
  "orbital_gap_ev": 8.49,
  "largest_force_ev_per_a": 4.06,
  "smiles": "OC1(CS)SS1",
  "homo_energy_ev": -8.31,
  "lumo_energy_ev": 0.18,
  "de_lowest_kcal_mol": 39.4,
  "energy_ha": -1348.34551
}

***

{
  "formula": "C22H23FeN4O8",
  "method": "ωB97M-V/def2-TZVPD",
  "species": ["Fe", "O", "C", "O", "C", "C", "C", "C", "C", "C", "O", "N", "O", "O", "N", "O", "O", "H", "H", "C", "C", "C", "C", "H", "H", "H", "H", "H", "H", "H", "H", "H", "C", "N", "N", "C", "O", "C", "C", "C", "C", "C", "C", "C", "C", "C", "H", "H", "H", "H", "H", "H", "H", "H", "H", "H", "H", "H"],
  "coordinates": [[-0.883, -1.036, -1.473], [-3.832, -0.102, 1.266], [-2.735, -0.413, 0.816], [-2.474, -0.536, -0.434], [-1.605, -0.642, 1.821], [-1.993, -0.739, 3.133], [-1.062, -0.930, 4.155], [0.286, -0.976, 3.886], [0.702, -0.838, 2.577], [-0.205, -0.726, 1.461], [0.208, -0.699, 0.268], [2.143, -0.799, 2.385], [2.855, -1.334, 3.224], [2.594, -0.233, 1.402], [-1.507, -1.044, 5.533], [-0.662, -1.189, 6.404], [-2.703, -0.986, 5.759], [-3.047, -0.659, 3.357], [1.007, -1.095, 4.678], [-1.944, -5.091, -2.890], [-2.068, -3.608, -2.530], [-2.804, -2.868, -3.644], [-0.712, -2.956, -2.239], [-2.919, -5.555, -3.075], [-1.450, -5.646, -2.090], [-1.338, -5.205, -3.795], [-2.690, -3.539, -1.628], [-2.238, -2.936, -4.580], [-2.924, -1.808, -3.407], [-3.799, -3.284, -3.822], [-0.101, -3.024, -3.153], [-0.178, -3.549, -1.484], [3.060, 2.616, 0.642], [2.664, 2.048, -0.633], [1.328, 2.013, -0.997], [1.110, 0.972, -1.860], [-0.026, 0.694, -2.310], [2.384, 0.378, -2.079], [3.276, 1.021, -1.273], [4.702, 0.694, -1.005], [0.382, 2.948, -0.511], [-0.841, 2.497, -0.038], [-1.772, 3.418, 0.417], [-1.473, 4.773, 0.420], [-0.245, 5.215, -0.052], [0.682, 4.304, -0.535], [2.205, 2.624, 1.315], [3.437, 3.633, 0.528], [3.823, 1.982, 1.083], [2.566, -0.479, -2.703], [5.028, -0.082, -1.694], [4.817, 0.312, 0.011], [5.345, 1.566, -1.128], [-1.064, 1.441, -0.045], [-2.729, 3.060, 0.773], [-2.200, 5.487, 0.786], [-0.011, 6.272, -0.060], [1.632, 4.638, -0.933]],
  "lowdin_charge": [0.83, 0.02, -0.60, -0.12, -0.03, 0.06, -0.15, 0.06, -0.06, -0.28, -0.09, -0.33, 0.05, 0.06, -0.37, 0.04, 0.06, 0.13, 0.13, -0.12, -0.55, -0.11, -0.25, 0.06, 0.06, 0.07, 0.12, 0.07, 0.06, 0.07, 0.03, 0.03, -0.01, -0.05, 0.07, -0.42, -0.06, 0.07, -0.27, -0.01, -0.18, 0.03, -0.04, -0.09, -0.09, -0.03, 0.10, 0.09, 0.08, 0.12, 0.09, 0.08, 0.09, 0.09, 0.11, 0.10, 0.10, 0.11],
  "orbital_gap_ev": [7.09, 7.18],
  "largest_force_ev_per_a": 0.45,
  "total_charge": -1,
  "homo_energy_ev": [-4.77, -4.86],
  "lumo_energy_ev": [2.32, 2.32],
  "energy_ha": -2936.73875,
  "s2": 6.0106,
  "spin_multiplicity": 5
}